{
  "formula": "C71H86N2O2PS",
  "method": "the ωB97M-V functional and the def2-TZVPD basis",
  "charge": 1,
  "lumo_ev": -2.84,
  "spin_multiplicity": 1,
  "energy_ev": -102205.2433,
  "homo_ev": -10.25,
  "max_force_ha_per_bohr": 0.1288,
  "elements": ["C", "C", "C", "C", "C", "C", "C", "C", "C", "N", "C", "C", "C", "S", "O", "O", "N", "C", "C", "P", "C", "C", "C", "H", "H", "H", "H", "H", "H", "H", "H", "H", "H", "H", "H", "H", "H", "H", "H", "H", "H", "H", "H", "H", "H", "H", "H", "H", "H", "H", "H", "H", "H", "H", "H", "C", "C", "C", "C", "C", "C", "H", "H", "H", "H", "H", "H", "C", "C", "C", "C", "C", "C", "H", "H", "H", "H", "H", "H", "C", "C", "C", "C", "C", "C", "H", "H", "H", "H", "H", "H", "C", "C", "C", "C", "C", "C", "H", "H", "H", "H", "H", "H", "C", "C", "C", "C", "C", "C", "H", "H", "H", "H", "H", "H", "C", "C", "C", "C", "C", "C", "H", "H", "H", "H", "H", "H", "C", "C", "C", "C", "C", "C", "H", "H", "H", "H", "H", "H", "C", "C", "C", "C", "C", "C", "H", "H", "H", "H", "H", "H", "C", "C", "C", "C", "C", "C", "H", "H", "H", "H", "H", "H"],
  "coordinates": [[-6.0061, 0.2817, -0.0063], [-5.1874, 1.0433, -0.6924], [-4.2527, 2.0918, -1.4857], [-2.9539, 2.3397, -0.5124], [-2.0647, 1.0116, -0.5863], [-0.4368, 1.2363, -0.4800], [0.0740, 2.4277, -1.4801], [-0.6502, 2.4480, -2.9080], [-0.1217, 1.8247, -4.0983], [0.0536, -0.0512, -1.1671], [1.5113, -0.3189, -1.0468], [1.7488, -0.5848, 0.5571], [3.2351, -1.1235, 0.8834], [4.5934, -0.1365, 0.0891], [4.9775, -0.7560, -1.2367], [4.2779, 1.3302, -0.1092], [1.5745, 0.7607, 1.1655], [0.1522, 1.3041, 1.0019], [-0.7051, 0.4922, 2.1407], [0.3903, 3.0669, 1.7755], [-1.0790, 4.2085, 1.4731], [1.8699, 3.9609, 0.8969], [1.5851, 5.5333, 0.6712], [-6.5261, -0.3966, 0.7519], [-4.8206, 3.0611, -1.7202], [-3.9489, 1.6153, -2.5002], [-3.3920, 2.4290, 0.5524], [-2.4494, 3.3120, -0.8478], [-2.2196, 0.5964, -1.6701], [-2.4540, 0.1773, 0.0985], [1.2171, 2.3714, -1.6834], [-0.0869, 3.4843, -1.0167], [-1.6928, 2.9563, -3.0012], [-0.8303, 1.6643, -5.0072], [0.9600, 1.4384, -4.1957], [-0.2521, -0.1328, -2.1519], [-0.4454, -0.8171, -0.6486], [1.7250, -1.3323, -1.5839], [2.2193, 0.4684, -1.4803], [0.9892, -1.3851, 0.9371], [3.3708, -1.0401, 2.0400], [3.3670, -2.2569, 0.6438], [5.7007, -0.2124, 0.9563], [1.8207, 0.7392, 2.1714], [-0.1236, 0.3854, 3.1313], [-1.7359, 1.0092, 2.2925], [-0.9458, -0.5588, 1.6992], [-1.1318, 4.7219, 0.4494], [-2.0383, 3.6311, 1.7660], [-0.9990, 5.0708, 2.2557], [2.2405, 3.3926, -0.0283], [2.7345, 3.8966, 1.6782], [1.1172, 5.9589, 1.6521], [0.8899, 5.7832, -0.2071], [2.6131, 6.0742, 0.5791], [3.4477, 8.0730, 5.1567], [2.4951, 7.1602, 4.7132], [2.8594, 5.8410, 4.4591], [4.1756, 5.4319, 4.6582], [5.1274, 6.3439, 5.1053], [4.7649, 7.6655, 5.3505], [3.1639, 9.1024, 5.3514], [1.4674, 7.4777, 4.5646], [2.1175, 5.1309, 4.1068], [4.4589, 4.4020, 4.4647], [6.1531, 6.0245, 5.2620], [5.5083, 8.3775, 5.6937], [-6.2205, -3.2268, -0.7648], [-5.7108, -4.4363, -0.3004], [-6.5758, -5.4330, 0.1424], [-7.9525, -5.2238, 0.1114], [-8.4623, -4.0160, -0.3566], [-7.5970, -3.0155, -0.7907], [-5.5455, -2.4483, -1.1068], [-4.6379, -4.6019, -0.2827], [-6.1779, -6.3732, 0.5108], [-8.6274, -6.0028, 0.4521], [-9.5355, -3.8539, -0.3822], [-7.9948, -2.0719, -1.1503], [6.4259, 3.0049, -4.7946], [7.5593, 2.2537, -5.0917], [7.8972, 1.1593, -4.3006], [7.0955, 0.8094, -3.2171], [5.9596, 1.5581, -2.9217], [5.6269, 2.6586, -3.7077], [6.1648, 3.8605, -5.4095], [8.1810, 2.5222, -5.9405], [8.7849, 0.5780, -4.5288], [7.3563, -0.0469, -2.6032], [5.3336, 1.2841, -2.0775], [4.7443, 3.2458, -3.4741], [12.7329, -1.2060, -5.7281], [14.0333, -0.8680, -5.3644], [14.2750, 0.3003, -4.6471], [13.2142, 1.1264, -4.2847], [11.9134, 0.7864, -4.6452], [11.6727, -0.3773, -5.3706], [12.5452, -2.1153, -6.2904], [14.8595, -1.5155, -5.6410], [15.2896, 0.5669, -4.3694], [13.4018, 2.0349, -3.7212], [11.0861, 1.4301, -4.3611], [10.6589, -0.6393, -5.6563], [-9.1122, -8.4795, -1.2829], [-8.6024, -9.6887, -0.8183], [-9.4675, -10.6854, -0.3755], [-10.8438, -10.4763, -0.4065], [-11.3537, -9.2685, -0.8746], [-10.4883, -8.2682, -1.3088], [-8.4372, -7.7011, -1.6250], [-7.5296, -9.8543, -0.8005], [-9.0698, -11.6257, -0.0070], [-11.5185, -11.2553, -0.0658], [-12.4269, -9.1064, -0.9002], [-10.8859, -7.3247, -1.6686], [-7.4677, -4.5189, 3.6208], [-8.8585, -4.4555, 3.6007], [-9.5591, -4.1520, 4.7647], [-8.8681, -3.9020, 5.9476], [-7.4775, -3.9616, 5.9669], [-6.7771, -4.2742, 4.8050], [-6.9220, -4.7589, 2.7140], [-9.3969, -4.6437, 2.6769], [-10.6434, -4.1092, 4.7503], [-9.4140, -3.6606, 6.8540], [-6.9390, -3.7651, 6.8889], [-5.6932, -4.3261, 4.8218], [-11.5086, -13.7395, 1.9407], [-12.4578, -14.6561, 1.4976], [-12.0888, -15.9744, 1.2454], [-10.7715, -16.3787, 1.4458], [-9.8231, -15.4629, 1.8925], [-10.1900, -14.1423, 2.1359], [-11.7959, -12.7107, 2.1341], [-13.4863, -14.3425, 1.3479], [-12.8276, -16.6872, 0.8936], [-10.4847, -17.4077, 1.2539], [-8.7964, -15.7787, 2.0503], [-9.4492, -13.4272, 2.4789], [10.5166, 4.8641, -3.8441], [11.4153, 5.8692, -3.4973], [11.5546, 6.2503, -2.1657], [10.8018, 5.6189, -1.1789], [9.9059, 4.6113, -1.5254], [9.7598, 4.2365, -2.8582], [10.4057, 4.5695, -4.8831], [12.0071, 6.3567, -4.2659], [12.2504, 7.0384, -1.8965], [10.9139, 5.9126, -0.1400], [9.3202, 4.1179, -0.7557], [9.0574, 3.4548, -3.1286], [3.4228, 11.4856, 2.9675], [2.7786, 10.4272, 2.3332], [1.7322, 10.6771, 1.4497], [1.3362, 11.9871, 1.1931], [1.9829, 13.0457, 1.8247], [3.0232, 12.7953, 2.7152], [4.2365, 11.2902, 3.6589], [3.0921, 9.4060, 2.5282], [1.2257, 9.8512, 0.9603], [0.5235, 12.1825, 0.5006], [1.6751, 14.0671, 1.6233], [3.5234, 13.6204, 3.2115]],
  "lowdin_charge": [0.075, -0.109, -0.181, -0.196, -0.120, -0.290, -0.125, -0.146, 0.006, 0.051, -0.070, -0.306, -0.197, 0.769, -0.397, -0.402, -0.055, -0.525, -0.093, 0.991, -0.324, -0.403, -0.173, 0.062, 0.121, 0.111, 0.112, 0.097, 0.121, 0.123, 0.122, 0.099, 0.112, 0.083, 0.077, 0.159, 0.176, 0.166, 0.136, 0.153, 0.127, 0.136, 0.108, 0.109, 0.098, 0.093, 0.079, 0.038, 0.040, 0.064, 0.055, 0.076, 0.066, 0.070, 0.095, -0.102, -0.101, -0.109, -0.100, -0.092, -0.086, 0.102, 0.102, 0.081, 0.096, 0.103, 0.104, -0.111, -0.099, -0.109, -0.115, -0.084, -0.099, 0.082, 0.096, 0.108, 0.101, 0.107, 0.098, -0.095, -0.106, -0.098, -0.082, -0.098, -0.090, 0.102, 0.105, 0.083, 0.099, 0.040, 0.095, -0.097, -0.096, -0.094, -0.091, -0.098, -0.101, 0.100, 0.101, 0.101, 0.101, 0.082, 0.090, -0.110, -0.095, -0.090, -0.090, -0.093, -0.099, 0.091, 0.099, 0.097, 0.091, 0.102, 0.099, -0.089, -0.090, -0.092, -0.095, -0.100, -0.099, 0.078, 0.090, 0.102, 0.102, 0.100, 0.096, -0.107, -0.096, -0.095, -0.095, -0.098, -0.103, 0.096, 0.101, 0.101, 0.101, 0.100, 0.098, -0.095, -0.096, -0.097, -0.099, -0.095, -0.092, 0.099, 0.101, 0.101, 0.099, 0.098, 0.077, -0.097, -0.103, -0.100, -0.097, -0.094, -0.092, 0.099, 0.087, 0.094, 0.100, 0.102, 0.102]
}